# 1
This record from the OMol25 dataset describes C4H9NO in the gas phase. The level of theory is ωB97M-V with the def2-TZVPD basis set.

```
15
Properties=species:S:1:pos:R:3:forces:R:3
N -1.005 0.209 -1.405 -1.6 -1.7 -0.4
C 0.223 0.241 -0.704 1.2 -0.4 -4.3
C 0.514 -0.058 0.713 -3.7 0.5 1.3
C -0.769 0.734 1.342 -2.0 0.4 -0.2
C 0.304 -1.482 1.256 3.6 -0.1 0.9
O 1.126 0.567 -1.487 0.0 -0.2 1.5
H -1.964 -0.209 -1.131 2.6 0.8 -0.2
H -0.748 0.045 -2.413 -0.7 0.5 1.6
H 1.527 0.331 0.889 -0.7 0.1 0.3
H -1.710 0.939 0.561 2.9 -0.6 2.1
H -1.275 0.294 2.239 0.8 -0.4 -0.8
H -0.507 1.695 1.725 0.4 1.0 -0.1
H 0.931 -2.226 0.802 0.7 -0.2 -1.0
H -0.633 -1.909 1.107 -2.0 -0.1 0.4
H 0.765 -1.577 2.309 -1.6 0.6 -1.2
```
Positions in Å, forces in eV/Å.

Calculated values
- LUMO level: 0.88 eV
- Total charge: 0
- E_HOMO: -9.64 eV
- SMILES: CC(C)C(N)=O

---

# 2
This record from the OMol25 dataset describes C2H6Se2 in the gas phase. The level of theory is ωB97M-V with the def2-TZVPD basis set.

```
10
Properties=species:S:1:pos:R:3:forces:R:3
C 0.505 -0.991 0.072 2.0 -0.7 0.6
C -0.012 0.318 0.629 0.5 1.1 1.2
Se 0.103 -1.244 -1.858 -0.7 0.1 0.8
Se 0.007 1.782 -0.680 -0.1 0.2 -0.3
H 1.670 -0.951 0.213 -2.1 -0.3 -0.6
H 0.156 -1.872 0.669 0.2 0.8 -0.6
H 0.779 0.754 1.323 -1.5 -1.1 -0.2
H -1.052 0.336 1.096 1.5 -0.4 -0.6
H -1.170 -0.461 -1.661 0.6 -0.6 -0.4
H -0.986 2.331 0.196 -0.4 1.0 0.2
```
Positions in Å, forces in eV/Å.

Calculated values
- LUMO level: 0.63 eV
- Total charge: 0
- E_HOMO: -8.36 eV
- SMILES: [SeH]CC[SeH]

---

# 3
This record from the OMol25 dataset describes a molecular structure, C32H27Cl3F5N4O2STi. The level of theory is ωB97M-V with the def2-TZVPD basis set.

```
75
Properties=species:S:1:pos:R:3:forces:R:3
Ti -0.742 0.543 0.495 0.8 -0.2 -0.7
C -1.800 -2.347 -0.063 -0.1 0.0 -0.1
N -2.323 -1.017 0.235 0.0 0.0 0.2
C -3.147 -0.966 1.443 -0.1 0.0 -0.2
C -3.341 0.459 1.862 0.0 -0.2 0.4
C -4.403 0.841 2.666 0.0 0.0 -0.2
C -4.527 2.166 3.048 -0.1 0.1 0.1
C -3.570 3.073 2.616 0.1 -0.1 -0.1
C -2.513 2.615 1.855 -0.1 0.1 0.1
N -2.372 1.324 1.491 -0.6 0.3 0.5
C -2.878 -0.268 -0.925 0.1 0.0 -0.1
C -1.819 0.697 -1.472 -0.2 -0.1 -0.3
C -2.480 1.947 -1.948 0.1 -0.1 -0.1
C -2.869 2.083 -3.226 0.0 0.1 0.1
C -2.637 0.999 -4.170 0.0 0.0 0.0
C -1.750 0.043 -3.871 0.0 0.0 0.0
N -1.100 0.055 -2.615 0.0 0.1 0.1
C -0.323 -2.494 0.205 -0.1 0.1 0.0
C 0.264 -3.750 0.286 0.0 -0.1 0.0
C 1.633 -3.846 0.423 -0.1 0.0 0.0
C 2.386 -2.680 0.474 0.1 0.0 0.0
C 1.725 -1.474 0.427 0.0 0.2 0.0
N 0.395 -1.373 0.297 -0.1 -0.2 0.0
H -1.950 -2.544 -1.128 0.0 0.0 0.0
H -2.339 -3.120 0.493 0.0 0.0 0.0
H -2.607 -1.507 2.231 0.0 0.0 0.0
H -4.124 -1.452 1.304 0.0 0.0 0.0
H -5.124 0.095 2.971 0.0 0.0 0.0
H -5.350 2.483 3.675 0.0 0.0 0.0
H -3.615 4.120 2.883 0.0 0.0 0.0
H -1.722 3.290 1.556 0.0 0.0 0.0
H -3.745 0.290 -0.569 0.0 0.0 0.0
H -3.243 -0.969 -1.688 0.0 0.0 0.0
H -2.679 2.746 -1.237 0.0 0.0 0.0
H -3.355 2.989 -3.572 0.0 0.0 0.0
H -3.154 0.976 -5.121 0.0 0.0 0.0
H -1.470 -0.750 -4.556 0.0 0.0 0.0
H -0.358 -4.635 0.276 0.0 0.0 0.0
H 2.109 -4.815 0.506 0.0 0.0 0.0
H 3.462 -2.707 0.585 0.0 0.0 0.0
H 2.249 -0.530 0.511 0.0 -0.1 0.0
F 4.345 -1.208 3.939 0.0 0.0 0.0
C 3.069 -1.609 3.812 0.0 0.0 0.0
C 2.074 -0.722 3.455 -0.1 0.0 0.0
F 2.376 0.552 3.191 0.1 0.0 0.0
C 0.770 -1.164 3.319 0.1 0.0 0.0
F -0.109 -0.226 2.878 -0.1 -0.1 0.2
C 0.353 -2.483 3.547 0.3 0.2 0.0
S -1.273 -3.024 3.407 -0.1 -0.2 0.1
C 1.410 -3.343 3.894 -0.1 0.0 0.0
F 1.161 -4.644 4.109 0.0 0.0 0.0
C 2.720 -2.930 4.025 0.1 -0.1 0.0
F 3.680 -3.811 4.359 0.0 0.0 0.0
C 3.349 -0.515 -4.164 0.0 0.0 0.0
C 2.874 0.486 -3.104 -0.1 0.1 0.0
C 3.645 0.248 -1.801 0.0 0.0 0.0
C 3.142 1.916 -3.593 0.0 0.0 0.0
C 1.428 0.301 -2.882 0.2 -0.1 0.2
C 0.245 0.176 -2.691 -0.2 0.1 -0.2
H 4.424 -0.401 -4.332 0.0 0.0 0.0
H 2.831 -0.351 -5.111 0.0 0.0 0.0
H 3.152 -1.539 -3.840 0.0 0.0 0.0
H 4.700 0.499 -1.942 0.0 0.0 0.0
H 3.577 -0.800 -1.505 0.0 0.0 0.0
H 3.243 0.869 -1.000 0.0 0.0 0.0
H 4.207 2.049 -3.808 0.0 0.0 0.0
H 2.846 2.639 -2.832 0.0 0.0 0.0
H 2.573 2.122 -4.501 0.0 0.0 0.0
Cl 0.545 4.279 -1.202 0.0 0.0 0.0
C 1.372 4.227 0.364 0.0 -0.1 0.0
Cl 3.127 4.067 0.108 0.0 -0.1 0.0
Cl 1.055 5.731 1.239 0.0 0.0 0.0
C 0.881 2.967 1.186 0.0 0.1 0.0
O 0.608 3.128 2.356 0.0 0.0 0.0
O 0.806 1.921 0.467 0.2 0.2 0.1
```
Positions in Å, forces in eV/Å.

Calculated values
- LUMO level (alpha / beta): 2.40 / 2.40 eV
- Total charge: -1
- E_HOMO (alpha / beta): -3.14 / -4.47 eV
- Expectation value of S²: 2.0143
- 2S+1: 3

---

ΔE to the lowest compared entry with this formula, charge and spin: 49.2; 1.6; 46.5 (kcal per mole)